1.
DFT (ωB97M-V with the def2-TZVPD basis set) results for a single C20H15F3N2O2S molecule.

Cartesian coordinates (Å):
O -1.136 -0.476 -2.932
C -1.237 -0.115 -1.781
N -0.228 0.350 -1.001
C 1.133 0.368 -1.267
C 1.676 0.087 -2.521
C 3.047 0.086 -2.693
C 3.901 0.352 -1.636
C 3.356 0.635 -0.392
C 1.984 0.657 -0.202
H 1.573 0.893 0.768
C 4.229 0.915 0.797
F 3.892 0.144 1.854
F 5.530 0.692 0.573
F 4.128 2.186 1.225
H 4.971 0.339 -1.771
H 3.458 -0.130 -3.667
H 1.017 -0.135 -3.344
H -0.488 0.567 -0.030
C -2.560 -0.191 -1.022
C -2.866 0.974 -0.122
C -2.497 2.251 -0.533
C -2.798 3.350 0.250
C -3.471 3.187 1.448
C -3.854 1.921 1.853
C -3.558 0.820 1.070
H -3.857 -0.166 1.393
H -4.385 1.786 2.784
H -3.699 4.046 2.063
H -2.503 4.336 -0.078
H -1.980 2.386 -1.473
H -3.358 -0.302 -1.766
S -2.632 -1.860 -0.222
C -1.047 -2.264 0.440
C -0.538 -3.525 0.168
C 0.636 -3.953 0.757
C 1.286 -3.088 1.628
C 0.750 -1.848 1.872
N -0.400 -1.434 1.300
O -0.837 -0.264 1.535
H 1.208 -1.131 2.537
H 2.206 -3.366 2.114
H 1.036 -4.929 0.540
H -1.085 -4.151 -0.517

Calculated values
E_LUMO ... 0.0 eV
E_HOMO ... -8.685 eV
Spin multiplicity ... 1
Largest force on an atom ... 0.97 eV Å⁻¹

2.
DFT (ωB97M-V with the def2-TZVPD basis set) results for a molecular structure, C20H15FeN5O6S.

Cartesian coordinates (Å):
Fe -0.440 -0.131 0.035
O 2.222 1.116 3.263
C 1.335 0.913 2.312
O 1.389 0.014 1.495
C 0.226 1.904 2.258
C 0.062 3.019 3.051
C -1.042 3.836 2.795
C -1.922 3.510 1.775
C -1.670 2.362 1.035
N -0.627 1.595 1.285
C -2.550 1.832 -0.076
O -3.588 2.368 -0.362
O -2.066 0.732 -0.608
H 2.919 0.441 3.209
H 0.769 3.245 3.836
H -1.206 4.720 3.395
H -2.788 4.111 1.535
O 0.984 0.191 -1.240
N 1.043 -0.510 -2.323
N 0.204 -1.450 -2.322
O -0.601 -1.614 -1.308
C 0.137 -2.378 -3.426
C -0.865 -3.329 -3.411
C -0.936 -4.229 -4.463
C -0.017 -4.166 -5.500
C 0.980 -3.198 -5.491
C 1.069 -2.292 -4.450
H -1.571 -3.359 -2.595
H -1.714 -4.979 -4.470
H -0.078 -4.870 -6.318
H 1.697 -3.148 -6.299
H 1.840 -1.536 -4.431
N -3.341 -0.784 1.558
C -2.336 -1.589 1.937
N -1.131 -1.561 1.409
C -0.322 -2.580 1.944
C 0.973 -2.894 1.549
C 1.623 -3.935 2.187
C 1.003 -4.660 3.205
C -0.288 -4.362 3.597
C -0.938 -3.321 2.950
S -2.571 -2.759 3.195
H -3.294 -0.370 0.635
H -4.259 -0.944 1.937
H 1.458 -2.341 0.756
H 2.629 -4.193 1.886
H 1.531 -5.473 3.684
H -0.780 -4.928 4.376

Calculated values
Net charge ... +1
E_LUMO (spin up / spin down) ... -3.8 / -4.6 eV
E_HOMO (spin up / spin down) ... -11.614 / -11.610 eV
Spin multiplicity ... 6
ΔE to the lowest compared entry with this formula, charge and spin ... 0.0 kcal per mole
Largest force on an atom ... 0.38 eV Å⁻¹